Record 1
Here is one molecule with the formula C2H8N4S in a non-equilibrium geometry from the Open Molecules 2025 dataset. Energies are from ωB97M-V/def2-TZVPD.

Each line ends with the Mulliken charge.
CARTESIAN COORDINATES (ANGSTROEM)
1 C 1.3052 -1.3877 0.9501  -0.788
2 S 0.6235 -1.1256 -0.7590  -0.141
3 C -0.2020 0.3565 -0.0724  0.341
4 N 0.0684 1.6197 0.0032  -0.396
5 N 1.5511 1.8191 0.0152  -0.501
6 N -1.4802 0.1204 0.6668  -0.177
7 N -2.6511 -0.0907 -0.0913  -0.569
8 H 1.9217 -0.3899 1.1053  0.278
9 H 0.5746 -1.5994 1.7626  0.304
10 H 2.0851 -2.2199 1.1096  0.327
11 H 1.6465 2.8383 -0.4420  0.281
12 H 1.9969 1.1188 -0.5778  0.240
13 H -1.7235 1.0709 1.0094  0.310
14 H -2.5160 0.2119 -0.9884  0.239
15 H -2.9989 -1.1127 -0.2583  0.252

Values from the calculation:
Max |F| ... 0.0877 hartree/bohr
Structure (SMILES) ... CS/C(=N\N)NN
E ... -18995.553 eV
Total charge ... 0
Kohn-Sham gap ... 9.525 eV
Energy above the lowest of the compared OMol25 structures with the same formula, charge and spin ... 249.3 kJ/mol
Lowest unoccupied orbital energy ... 0.554 eV
E_HOMO ... -9.0 eV



Record 2
Here is a 17-piece molecular cluster, C46H124N6O17 overall in a non-equilibrium geometry from the Open Molecules 2025 dataset. Energies are from ωB97M-V/def2-TZVPD.

Each line ends with the Mulliken charge.
CARTESIAN COORDINATES (ANGSTROEM)
1 C -17.2373 3.0525 2.6741  -1.686
2 C -17.6533 2.9784 4.1363  0.969
3 C -19.2283 2.7971 4.1325  -1.062
4 C -19.7946 2.3056 5.4558  -0.691
5 C -19.0933 1.1343 6.0230  -1.020
6 C -17.5497 1.2642 6.1246  1.454
7 N -16.9585 1.8493 4.8756  0.293
8 O -15.6920 1.6784 4.6645  -0.360
9 C -17.2350 2.1292 7.3206  -1.886
10 C -16.9888 -0.2158 6.3216  -1.779
11 C -17.4029 4.3830 4.8264  -1.403
12 H -17.8756 3.8220 2.2401  0.380
13 H -17.5776 2.1037 2.2592  0.393
14 H -16.1702 3.1887 2.4986  0.346
15 H -19.7732 3.6753 3.7860  0.420
16 H -19.4675 1.9854 3.4456  0.432
17 H -20.8127 2.0112 5.2013  0.396
18 H -19.8182 3.1615 6.1303  0.318
19 H -19.3189 0.2717 5.3960  0.379
20 H -19.4841 0.9837 7.0294  0.355
21 H -17.8846 3.0000 7.4092  0.315
22 H -17.3310 1.5520 8.2402  0.490
23 H -16.1919 2.4454 7.3115  0.345
24 H -15.9088 -0.2283 6.4680  0.378
25 H -17.4306 -0.6803 7.2032  0.391
26 H -17.2651 -0.7579 5.4172  0.410
27 H -17.6968 5.2450 4.2275  0.390
28 H -16.3318 4.5015 4.9904  0.369
29 H -17.7363 4.3702 5.8640  0.285
30 H -15.3742 2.5515 4.9060  0.378
31 C -14.2449 -8.0833 8.0326  -1.664
32 C -12.9826 -7.5780 8.8033  1.333
33 C -13.3566 -6.8268 10.1413  -1.096
34 C -13.7503 -7.7844 11.2826  -0.693
35 C -12.5727 -8.8320 11.5180  -1.134
36 C -12.1305 -9.6120 10.2542  1.362
37 N -12.0064 -8.6634 9.0772  0.305
38 O -11.4520 -9.2702 7.8915  -0.497
39 C -10.7422 -10.3123 10.4265  -1.893
40 C -13.1831 -10.7621 9.9515  -1.610
41 C -12.2048 -6.6044 7.8585  -1.796
42 H -14.0493 -8.8396 7.2726  0.298
43 H -14.8170 -7.2646 7.5960  0.450
44 H -14.9471 -8.3878 8.8087  0.382
45 H -12.4989 -6.2773 10.5292  0.378
46 H -14.1576 -6.1154 9.9400  0.398
47 H -14.7334 -8.2427 11.1745  0.368
48 H -13.8773 -7.2156 12.2036  0.402
49 H -12.9298 -9.5227 12.2819  0.405
50 H -11.7057 -8.3895 12.0087  0.408
51 H -10.7451 -10.9847 11.2844  0.412
52 H -10.3398 -10.8106 9.5445  0.394
53 H -9.9890 -9.5791 10.7151  0.446
54 H -12.7669 -11.3183 9.1115  0.363
55 H -13.2086 -11.4809 10.7705  0.432
56 H -14.1756 -10.3968 9.6876  0.316
57 H -12.8568 -5.9206 7.3150  0.375
58 H -11.6919 -7.1827 7.0900  0.426
59 H -11.4782 -6.0251 8.4282  0.391
60 H -10.5155 -9.0667 7.9478  0.338
61 C -9.9733 5.6523 3.9911  0.689
62 O -10.9021 5.1670 4.5739  -0.667
63 N -9.3054 5.1140 3.0281  -0.376
64 N -9.5340 6.8202 4.2566  -0.360
65 H -8.6085 5.7014 2.5928  0.159
66 H -9.6532 4.2399 2.6606  0.222
67 H -9.8260 7.4032 5.0279  0.211
68 H -8.7123 7.1103 3.7460  0.126
69 C -28.0730 1.8285 3.9322  0.638
70 O -29.0288 1.1304 3.5066  -0.700
71 N -27.6172 2.8773 3.2882  -0.375
72 N -27.4553 1.5854 4.9753  -0.364
73 H -26.7359 3.2612 3.5982  0.148
74 H -28.0495 3.3025 2.4804  0.198
75 H -26.8053 2.2574 5.3573  0.207
76 H -28.0735 1.0062 5.5253  0.251
77 C -17.6650 4.9097 -4.7127  -0.989
78 C -16.3944 5.6999 -4.2706  -0.166
79 O -15.7554 6.3933 -5.3392  -0.533
80 H -18.4045 5.6481 -5.0227  0.263
81 H -18.0522 4.1587 -4.0242  0.328
82 H -17.3601 4.3648 -5.6061  0.277
83 H -15.6615 4.9685 -3.9302  0.244
84 H -16.6129 6.4886 -3.5506  0.273
85 H -14.9879 6.8466 -4.9826  0.303
86 C -13.1604 9.1746 -0.0118  -1.026
87 C -12.0546 8.3106 -0.6668  -0.188
88 O -12.1638 8.4342 -2.1350  -0.523
89 H -12.9482 10.2265 -0.2028  0.274
90 H -13.0305 8.9675 1.0505  0.328
91 H -14.1596 9.0070 -0.4138  0.291
92 H -12.1025 7.2943 -0.2757  0.308
93 H -11.1570 8.8493 -0.3629  0.243
94 H -11.4372 7.9148 -2.4871  0.289
95 C -22.3190 -5.9554 5.2844  -1.017
96 C -20.9473 -6.3338 4.6798  -0.129
97 O -20.7512 -7.7314 4.5161  -0.538
98 H -22.5702 -4.8950 5.2605  0.328
99 H -22.4289 -6.0550 6.3642  0.281
100 H -23.0928 -6.5538 4.8034  0.286
101 H -20.1440 -5.8980 5.2738  0.235
102 H -20.8590 -5.8248 3.7200  0.246
103 H -20.2018 -7.9605 3.7630  0.308
104 C -13.8583 6.1972 11.3746  -0.986
105 C -13.5896 6.3864 9.8645  -0.194
106 O -12.6108 5.4559 9.4976  -0.522
107 H -12.9332 6.1404 11.9482  0.283
108 H -14.3673 5.2428 11.5086  0.230
109 H -14.4912 6.9459 11.8510  0.349
110 H -13.0555 7.3230 9.7047  0.230
111 H -14.3814 6.4982 9.1238  0.320
112 H -12.4476 5.5375 8.5551  0.291
113 C -21.8820 1.2097 12.9576  -0.824
114 C -21.6192 0.4382 14.2836  -0.352
115 O -20.9580 -0.8060 14.0840  -0.529
116 H -22.6604 0.7363 12.3592  0.268
117 H -20.9439 1.4102 12.4400  0.255
118 H -22.2396 2.1785 13.3062  0.290
119 H -22.5656 0.1359 14.7318  0.286
120 H -21.0866 0.9320 15.0964  0.307
121 H -21.5944 -1.4974 13.8875  0.299
122 C -20.0426 10.4165 1.9876  -1.031
123 C -21.5680 10.0308 2.0852  -0.151
124 O -22.1650 10.5093 0.8668  -0.515
125 H -19.9693 11.4734 1.7314  0.281
126 H -19.6179 9.9694 1.0888  0.274
127 H -19.3625 10.2480 2.8226  0.335
128 H -22.1156 10.4195 2.9438  0.257
129 H -21.7046 8.9576 2.2187  0.258
130 H -22.9054 9.9276 0.6799  0.292
131 C -23.7347 5.7272 -1.2576  -1.025
132 C -23.3878 6.5462 -2.4685  -0.191
133 O -24.3637 7.5174 -2.7853  -0.529
134 H -24.5957 5.1178 -1.5321  0.280
135 H -23.9493 6.3502 -0.3894  0.266
136 H -22.9603 5.0155 -0.9712  0.337
137 H -23.1139 5.8665 -3.2755  0.296
138 H -22.5627 7.1959 -2.1764  0.251
139 H -24.0699 7.9158 -3.6078  0.316
140 C -7.9096 -0.4902 5.4125  -1.070
141 C -9.3591 -0.7882 5.1059  -0.112
142 O -9.4351 -1.5194 3.8869  -0.529
143 H -7.4238 -1.3588 5.8572  0.281
144 H -7.8287 0.3497 6.1025  0.339
145 H -7.3968 -0.1590 4.5094  0.295
146 H -9.8844 0.1583 4.9787  0.236
147 H -9.8080 -1.3701 5.9109  0.266
148 H -10.3109 -1.9112 3.8544  0.296
149 C -19.6361 8.1112 10.0569  -1.010
150 C -19.8571 7.5120 11.4475  -0.110
151 O -21.0353 8.1513 11.9580  -0.522
152 H -20.5287 8.1956 9.4370  0.291
153 H -18.9749 7.4100 9.5479  0.300
154 H -19.0820 9.0498 10.0699  0.284
155 H -18.9961 7.6682 12.0974  0.262
156 H -19.9849 6.4433 11.2753  0.221
157 H -21.2694 7.8147 12.8260  0.284
158 C -11.7661 1.2999 -2.4769  -1.097
159 C -11.6015 0.5105 -1.1352  -0.128
160 O -10.2854 0.7673 -0.6161  -0.528
161 H -12.7187 1.1107 -2.9717  0.365
162 H -11.0379 0.9377 -3.2026  0.296
163 H -11.7935 2.3790 -2.3261  0.275
164 H -11.7653 -0.5475 -1.3399  0.270
165 H -12.3741 0.8369 -0.4391  0.252
166 H -10.1509 0.2073 0.1520  0.295
167 C -25.8777 5.6238 8.9871  -0.842
168 C -24.9673 6.3477 7.9476  -0.280
169 O -25.4130 5.9390 6.7034  -0.507
170 H -26.8841 5.4847 8.5922  0.269
171 H -25.9012 6.2488 9.8798  0.313
172 H -25.4884 4.6198 9.1566  0.248
173 H -23.9398 5.9888 8.0078  0.189
174 H -24.8407 7.4210 8.0891  0.313
175 H -26.1158 6.5212 6.4057  0.293
176 C -16.7434 -2.9443 1.0805  -1.122
177 C -15.6060 -3.7485 1.6607  -0.126
178 O -14.6418 -2.8516 2.1370  -0.484
179 H -17.1403 -2.0759 1.6063  0.309
180 H -17.5601 -3.6285 0.8506  0.315
181 H -16.5159 -2.4941 0.1142  0.312
182 H -15.2753 -4.5502 1.0005  0.290
183 H -15.9205 -4.3918 2.4825  0.226
184 H -15.0428 -2.0072 2.3557  0.279
185 C -15.1280 -0.1272 13.4288  -1.052
186 C -15.5430 1.0148 14.3538  -0.190
187 O -16.2487 0.5480 15.4589  -0.499
188 H -15.9976 -0.6559 13.0385  0.343
189 H -14.4356 -0.7515 13.9935  0.274
190 H -14.5882 0.1753 12.5315  0.318
191 H -16.2364 1.7044 13.8723  0.254
192 H -14.6253 1.4922 14.6973  0.262
193 H -16.9120 -0.0398 15.0897  0.290

Values from the calculation:
Max |F| ... 0.1732 hartree/bohr
E ... -93450.587 eV
Total charge ... 0
Kohn-Sham gap ... 7.642 eV
Lowest unoccupied orbital energy ... -0.153 eV
E_HOMO ... -7.8 eV



Record 3
Here is one molecule with the formula C17H20N2O3S from the Open Molecules 2025 dataset. Energies are from ωB97M-V/def2-TZVPD.

Each line ends with the Mulliken charge.
CARTESIAN COORDINATES (ANGSTROEM)
1 C 2.2992 3.8063 -0.5608  -0.765
2 O 2.0291 2.4366 -0.8062  -0.223
3 C 0.8733 1.9685 -0.3054  -0.187
4 O 0.0919 2.6660 0.2968  -0.612
5 C 0.6404 0.5463 -0.6507  -0.070
6 C -0.6643 0.2323 -1.0147  -0.236
7 C -1.0001 -1.0315 -1.4863  0.308
8 N -2.2708 -1.3605 -1.9289  -0.186
9 C -3.4210 -0.5703 -1.5693  -1.050
10 C -3.6756 -0.4938 -0.0906  0.415
11 C -3.1122 -1.2168 0.9126  -0.173
12 C -3.5985 -0.8602 2.1927  -0.656
13 C -4.5243 0.1267 2.1427  -0.396
14 S -4.8222 0.6489 0.5306  -0.166
15 C 0.0244 -1.9773 -1.5762  -1.264
16 C 1.3087 -1.6879 -1.1699  -0.377
17 C 1.6554 -0.4271 -0.6727  1.274
18 N 2.9319 -0.1194 -0.2243  0.095
19 C 4.0684 -0.9431 -0.5724  -1.061
20 C 4.3664 -1.9925 0.5070  -0.404
21 O 4.5599 -1.3721 1.7598  -0.410
22 C 3.4290 -0.6129 2.1234  -0.733
23 C 3.1138 0.4748 1.0848  -0.525
24 H 2.4179 3.9859 0.5105  0.310
25 H 1.4806 4.4287 -0.9290  0.298
26 H 3.2209 4.0344 -1.0898  0.248
27 H -1.4009 1.0153 -0.9365  0.465
28 H -2.4418 -2.3554 -1.9563  0.282
29 H -3.2937 0.4426 -1.9675  0.372
30 H -4.2927 -1.0048 -2.0717  0.453
31 H -2.3647 -1.9747 0.7583  0.447
32 H -3.2665 -1.3230 3.1047  0.378
33 H -5.0563 0.5899 2.9493  0.439
34 H -0.2019 -2.9652 -1.9539  0.338
35 H 2.0503 -2.4693 -1.2304  0.356
36 H 3.9085 -1.4111 -1.5429  0.576
37 H 4.9361 -0.2761 -0.6478  0.398
38 H 5.2913 -2.5284 0.2866  0.370
39 H 3.5362 -2.7125 0.5772  0.311
40 H 3.6614 -0.1665 3.0917  0.380
41 H 2.5533 -1.2741 2.2288  0.331
42 H 2.2140 1.0046 1.3944  0.385
43 H 3.9497 1.1814 1.0331  0.264

Values from the calculation:
Max |F| ... 0.0112 hartree/bohr
Structure (SMILES) ... COC(=O)c1cc(NCc2cccs2)ccc1N1CCOCC1
E ... -37910.891 eV
Total charge ... 0
Kohn-Sham gap ... 7.882 eV
Energy above the lowest of the compared OMol25 structures with the same formula, charge and spin ... 199.7 kJ/mol
Lowest unoccupied orbital energy ... 0.728 eV
E_HOMO ... -7.2 eV



Record 4
Here is a 2-piece molecular cluster, C3H11NP2Si overall in a non-equilibrium geometry from the Open Molecules 2025 dataset. Energies are from ωB97M-V/def2-TZVPD.

Each line ends with the Mulliken charge.
CARTESIAN COORDINATES (ANGSTROEM)
1 C -1.9499 -1.5850 -0.7111  -1.220
2 C -0.8943 0.6239 1.4991  -1.118
3 C -0.2951 0.9692 -1.3104  -1.027
4 N 2.7344 0.6516 0.8151  -0.227
5 Si -0.5069 -0.4207 -0.0813  0.553
6 P 4.0841 0.3950 0.2047  0.035
7 P 1.4716 -1.6727 0.0716  -0.085
8 H -1.5583 -2.2707 -1.3631  0.353
9 H -2.5052 -1.9430 0.0535  0.396
10 H -2.6619 -0.9934 -1.3176  0.319
11 H -2.0022 0.4419 1.7628  0.291
12 H -0.3694 0.4991 2.3621  0.427
13 H -0.7899 1.6688 1.1708  0.290
14 H -1.0940 1.7559 -0.9783  0.262
15 H 0.6973 1.5470 -1.3863  0.285
16 H -0.4499 0.6349 -2.3195  0.363
17 H 4.6718 1.8590 0.2235  0.071
18 H 1.4178 -2.1609 1.3045  0.031

Values from the calculation:
Max |F| ... 0.0894 hartree/bohr
E ... -31230.596 eV
Total charge ... 0
Kohn-Sham gap (alpha / beta) ... 8.089 / 6.835 eV
Energy above the lowest of the compared OMol25 structures with the same formula, charge and spin ... 271.3 kJ/mol
Lowest unoccupied orbital energy (alpha / beta) ... -0.977 / -1.242 eV
E_HOMO (alpha / beta) ... -9.1 / -8.1 eV